# 1
Density functional theory data (wB97M-V/def2-TZVPD) for C4H6BrNO3 as an isolated structure at a distorted geometry.

2S+1: 1

Atoms and positions in Å:
C (1.7437, 0.0320, -0.1471)
C (-0.7286, 1.4931, -0.6040)
C (-1.0966, 0.4343, 0.4852)
C (0.0575, -0.6767, 0.5421)
N (-0.1101, -1.8479, -0.2125)
O (2.3699, -0.6674, -0.8325)
O (-0.9960, -1.9318, -1.0010)
O (0.7709, -2.6277, -0.0977)
Br (0.8332, -1.1002, 2.2708)
H (1.9152, 0.9375, 0.3563)
H (-1.4036, 2.2787, -0.6345)
H (0.1648, 1.8369, -0.1374)
H (-0.4792, 1.1456, -1.5356)
H (-1.9025, -0.0555, -0.0200)
H (-1.1387, 0.7490, 1.5679)

Atomic partial charges in e from the Löwdin method, atoms 1 to 8: -0.1648, -0.0682, -0.1749, -0.6286, -0.5068, 0.1350, 0.1027, 0.0391



# 2
Density functional theory data (wB97M-V/def2-TZVPD) for C6H6 in the gas phase at a distorted geometry.

Structure (SMILES): C#CCCC#C
2S+1: 1

Atoms and positions in Å:
C (-0.6891, 2.4213, 1.6654)
C (-0.6400, 1.2940, 1.2459)
C (-0.5162, -0.0551, 0.6862)
C (0.6537, -0.1446, -0.3544)
C (0.6776, -1.2731, -1.2037)
C (0.3394, -2.0076, -2.1331)
H (-0.7386, 3.4262, 2.0230)
H (-1.4635, -0.3725, 0.2395)
H (-0.3504, -0.7604, 1.5289)
H (0.7551, 0.1836, -1.5156)
H (1.5434, 0.3550, 0.0107)
H (0.4287, -3.0669, -2.1929)

Atomic partial charges in e from the Löwdin method, atoms 1 to 8: 0.1077, -0.1599, -0.1798, -0.1843, -0.2343, 0.0700, 0.0248, 0.1185



# 3
Density functional theory data (wB97M-V/def2-TZVPD) for C24H31NO7 as an isolated structure at a distorted geometry.

2S+1: 1

Atoms and positions in Å:
C (-3.4590, -3.7353, 1.7052)
H (-2.7884, -3.1700, 2.3426)
H (-4.3981, -3.3606, 1.6680)
H (-3.3620, -4.8230, 1.8381)
C (-2.9670, -3.6547, 0.0511)
C (-3.2139, -2.1174, -0.1041)
C (-4.3078, -1.8088, -0.7603)
C (-4.5532, -0.3008, -1.4038)
O (-5.5098, 0.0659, -2.0624)
O (-3.6539, 0.5916, -0.7864)
C (-2.6807, 0.5371, 0.0084)
C (-1.9791, 1.5389, 0.3003)
C (-0.7292, 1.0423, 1.0772)
C (-0.3674, 0.0077, 1.5805)
C (-1.1244, -1.1852, 0.9875)
C (-2.3564, -1.0211, 0.4570)
O (-0.6832, -2.6162, 1.4232)
C (0.4310, -2.7244, 2.1768)
C (1.8416, -2.0476, 1.3423)
O (2.7214, -1.8789, 2.1498)
N (1.5729, -2.0099, -0.0107)
H (0.6398, -2.1820, -0.2132)
C (2.6352, -1.3114, -0.7150)
C (3.6660, -0.7683, 0.3040)
O (3.6770, 0.4576, 0.3494)
O (4.8748, -1.5958, 0.2066)
H (5.4405, -1.4408, 0.8479)
H (3.1373, -2.0649, -1.3988)
C (1.9913, -0.3623, -1.5841)
C (0.6845, -0.6752, -2.1009)
H (-0.0599, -0.4678, -1.4105)
H (0.3227, 0.0710, -3.0460)
H (0.6307, -1.5803, -2.6152)
C (2.9521, -0.2561, -2.9425)
C (4.3675, 0.2326, -2.5925)
H (4.4410, 1.3638, -1.8971)
H (4.9492, 0.5746, -3.6841)
H (4.9546, -0.4833, -1.8522)
H (2.9776, -1.0114, -3.4830)
H (2.4032, 0.7676, -3.4541)
H (2.1298, 0.5248, -0.9542)
H (0.2819, -2.1634, 3.3399)
H (0.4478, -3.8006, 2.2264)
H (0.4570, -0.3221, 2.1611)
O (-0.0589, 2.2604, 1.5776)
C (0.0748, 3.4336, 1.0434)
C (0.7418, 3.3834, -0.2420)
H (1.8385, 3.1072, -0.0763)
H (0.2706, 2.8345, -1.0562)
H (0.4581, 4.5342, -0.7081)
C (0.6277, 4.5047, 1.9822)
H (0.6290, 5.5074, 1.5749)
H (0.2679, 4.5177, 2.8848)
H (1.6920, 4.0503, 2.2969)
C (-1.4482, 3.7824, 1.0125)
C (-2.2418, 2.9306, 0.2233)
H (-2.0795, 2.9448, -1.1108)
H (-3.4461, 2.9416, 0.1742)
H (-1.9909, 3.9462, 1.9110)
H (-1.5129, 4.8404, 0.7715)
H (-4.8350, -2.4970, -1.3970)
H (-1.8995, -3.7858, 0.2293)
H (-3.5225, -4.0728, -0.5640)

Atomic partial charges in e from the Löwdin method, atoms 1 to 8: -0.0002, 0.0605, 0.0199, 0.0723, -0.0398, -0.1979, 0.0684, -0.2816



# 4
Density functional theory data (wB97M-V/def2-TZVPD) for a 3-piece molecular cluster, C25H56BFN3O15P2 overall at a distorted geometry.

Net charge: +1
2S+1: 1

Atoms and positions in Å:
C (-0.0263, -1.8994, 2.6132)
C (0.2502, -0.6100, 1.9080)
O (-0.4686, -0.1765, 1.0489)
O (1.3684, 0.0469, 2.3046)
C (1.8672, 0.9725, 1.3289)
C (3.2697, 1.3964, 1.7671)
C (4.1352, 1.8366, 0.5715)
N (5.3636, 1.0079, 0.4197)
C (6.2442, 0.9841, 1.5962)
C (6.0180, 1.1598, -0.7751)
N (7.0543, 2.0493, -0.9796)
F (6.8696, 3.1521, -0.1438)
B (8.5399, 1.6378, -0.9786)
O (9.1217, 1.1797, 0.1603)
O (9.2322, 1.8277, -2.1360)
N (5.6025, 0.4816, -1.8136)
C (6.1841, 0.6543, -3.1571)
C (5.8572, 2.0276, -3.7742)
C (5.5145, 1.9421, -5.2732)
O (4.4402, 2.8068, -5.5965)
C (4.5009, -0.4750, -1.7135)
C (3.2904, -0.0676, -2.5938)
C (2.0059, -0.2007, -1.7975)
O (1.6177, -1.2309, -1.3454)
O (1.3052, 0.9521, -1.6041)
H (0.4759, -1.9912, 3.5743)
H (0.2546, -2.7464, 1.9874)
H (-1.1004, -1.9578, 2.7816)
H (1.1978, 1.8250, 1.2339)
H (1.9566, 0.4222, 0.3931)
H (3.6976, 0.5255, 2.2631)
H (3.2353, 2.2014, 2.5002)
H (4.3866, 2.8946, 0.6595)
H (3.5400, 1.6910, -0.3345)
H (5.6863, 0.7414, 2.4926)
H (6.7948, 1.9107, 1.7634)
H (6.9906, 0.2031, 1.4616)
H (9.3361, 0.2406, 0.1724)
H (9.4870, 1.0298, -2.6108)
H (5.7448, -0.1061, -3.8003)
H (7.2546, 0.4669, -3.1469)
H (5.0242, 2.5024, -3.2553)
H (6.7158, 2.6901, -3.6698)
H (5.2437, 0.9257, -5.5716)
H (6.3870, 2.2153, -5.8710)
H (4.7875, 3.6333, -5.9421)
H (4.8676, -1.4119, -2.1358)
H (4.2361, -0.6981, -0.6857)
H (3.2217, -0.7583, -3.4349)
H (3.3895, 0.9264, -3.0286)
H (1.3278, 1.4855, -2.4100)
O (-4.7919, 4.0721, 2.9297)
P (-5.0038, 2.6227, 2.8697)
O (-6.0620, 2.2167, 1.7394)
C (-5.9625, 2.7733, 0.4281)
C (-4.8891, 2.0950, -0.4026)
O (-5.8308, 2.1679, 4.1593)
C (-6.1901, 3.1003, 5.1812)
C (-7.5570, 3.7015, 4.9287)
O (-4.0221, 1.3771, 2.9098)
C (-2.6712, 1.3806, 2.4035)
C (-1.9655, 2.7161, 2.5210)
H (-5.7819, 3.8490, 0.4886)
H (-6.9377, 2.6284, -0.0351)
H (-3.8907, 2.3356, -0.0281)
H (-4.9426, 2.4271, -1.4402)
H (-5.0089, 1.0111, -0.3730)
H (-5.4313, 3.8763, 5.2791)
H (-6.1950, 2.5381, 6.1157)
H (-7.6425, 4.0616, 3.9034)
H (-7.7440, 4.5336, 5.6083)
H (-8.3372, 2.9533, 5.0740)
H (-2.6744, 1.0324, 1.3709)
H (-2.1316, 0.6317, 2.9803)
H (-2.5101, 3.5115, 2.0100)
H (-0.9724, 2.6449, 2.0755)
H (-1.8591, 3.0108, 3.5659)
O (-4.0382, -5.1595, -1.9027)
P (-3.9149, -4.4138, -0.6469)
O (-2.4037, -4.3926, -0.1145)
C (-1.3308, -4.0896, -1.0058)
C (-1.2110, -2.6045, -1.2836)
O (-4.5811, -5.2687, 0.5279)
C (-5.2375, -6.5109, 0.2650)
C (-4.2867, -7.6816, 0.4047)
O (-4.4937, -3.0314, -0.1258)
C (-4.7815, -1.8870, -0.9533)
C (-5.2238, -2.2299, -2.3607)
H (-1.4454, -4.6470, -1.9388)
H (-0.4267, -4.4520, -0.5157)
H (-2.0515, -2.2544, -1.8905)
H (-0.2961, -2.3932, -1.8292)
H (-1.2028, -2.0319, -0.3550)
H (-5.7048, -6.4994, -0.7192)
H (-6.0400, -6.5905, 0.9989)
H (-3.3637, -7.5036, -0.1476)
H (-4.7457, -8.5980, 0.0326)
H (-4.0138, -7.8306, 1.4504)
H (-3.9074, -1.2308, -0.9679)
H (-5.5733, -1.3410, -0.4415)
H (-4.4816, -2.8357, -2.8833)
H (-5.3776, -1.3159, -2.9348)
H (-6.1580, -2.7917, -2.3480)

Atomic partial charges in e from the Löwdin method, atoms 1 to 8: 0.0417, -0.5243, 0.0922, 0.0078, -0.1594, -0.1108, -0.1053, -0.0825



# 5
Density functional theory data (wB97M-V/def2-TZVPD) for a 2-piece molecular cluster, C5H9N2 overall at a distorted geometry.

Net charge: +1
2S+1: 1

Atoms and positions in Å:
C (-3.3072, 1.0414, 0.4150)
C (-2.6981, 0.5300, -0.4972)
C (1.0163, 1.1881, -0.4556)
C (-0.1240, -2.1940, 0.0607)
C (0.0899, -1.0049, -0.5023)
N (1.6539, 2.2527, 0.0719)
N (0.9695, 0.0118, 0.0813)
H (-4.0748, 1.3426, 1.0773)
H (0.3337, 1.3951, -1.3093)
H (0.3025, -2.9326, -0.6385)
H (0.2885, -2.4535, 1.0815)
H (-1.2181, -2.4360, 0.1645)
H (-2.1067, 0.0984, -1.2966)
H (1.6431, 3.1370, -0.4832)
H (2.3250, 2.1501, 0.8017)
H (1.6375, -0.0841, 0.8825)

Atomic partial charges in e from the Löwdin method, atoms 1 to 8: 0.0124, -0.0308, -0.1284, -0.1321, -0.0325, 0.2052, 0.0521, 0.0196



# 6
Density functional theory data (wB97M-V/def2-TZVPD) for a 3-piece molecular cluster, C22H17F2NO2 overall.

Structure (SMILES): C=CN1C(=O)c2ccccc2C1=O.Fc1ccccc1.Fc1ccccc1
2S+1: 1

Atoms and positions in Å:
C (-4.6195, 0.4684, -2.3685)
C (-3.5680, -0.3096, -2.1294)
N (-2.6541, -0.6942, -3.1605)
C (-2.1433, 0.5551, -3.7567)
O (-2.4687, 1.0125, -4.8059)
C (-1.0517, 1.0110, -2.8348)
C (-0.5104, 2.2605, -2.6150)
C (0.5223, 2.3497, -1.6909)
C (0.9972, 1.2097, -1.0375)
C (0.4482, -0.0443, -1.2580)
C (-0.5955, -0.1189, -2.1625)
C (-1.4186, -1.2769, -2.6233)
O (-1.1412, -2.4359, -2.6680)
H (-5.0893, 0.9806, -1.5393)
H (-5.0123, 0.6222, -3.3645)
H (-3.3708, -0.6988, -1.1345)
H (-0.8942, 3.1253, -3.1392)
H (0.9689, 3.3123, -1.4749)
H (1.8248, 1.2988, -0.3453)
H (0.8070, -0.9360, -0.7625)
F (1.4892, -2.3839, 0.8733)
C (1.0588, -3.6667, 0.9195)
C (1.9916, -4.6776, 1.0190)
C (1.5431, -5.9895, 1.0670)
C (0.1845, -6.2680, 1.0072)
C (-0.7319, -5.2309, 0.9029)
C (-0.2967, -3.9145, 0.8623)
H (3.0453, -4.4365, 1.0568)
H (2.2588, -6.7962, 1.1503)
H (-0.1594, -7.2929, 1.0406)
H (-1.7908, -5.4452, 0.8505)
H (-0.9930, -3.0903, 0.7856)
F (2.9870, 3.7125, 0.3866)
C (2.3829, 3.8372, 1.5903)
C (2.9672, 4.6347, 2.5525)
C (2.3354, 4.7587, 3.7816)
C (1.1464, 4.0858, 4.0307)
C (0.5828, 3.2871, 3.0454)
C (1.2012, 3.1605, 1.8095)
H (3.8965, 5.1449, 2.3383)
H (2.7747, 5.3839, 4.5472)
H (0.6606, 4.1845, 4.9920)
H (-0.3414, 2.7585, 3.2371)
H (0.7765, 2.5523, 1.0248)

Atomic partial charges in e from the Löwdin method, atoms 1 to 8: 0.0359, -0.1631, 0.0388, -0.3492, 0.1700, -0.0874, 0.0146, -0.0507



For reference, electronic energy by record: -3010.308492; -232.005307; -1513.966290; -3086.433629; -304.980298; -1253.459814 Eh.
For reference, LUMO energy by record: -0.0039; 0.0293; -0.0013; -0.1504; -0.1836; -0.0041 Ha.